[1]
A molecular structure, C12H18N6O2PPdS2, computed with ωB97M-V/def2-TZVPD.

Structure (XYZ):
```
42
Properties=species:S:1:pos:R:3:forces:R:3
Pd -0.760 -0.277 -0.530 0.0799 -0.0122 -0.0131
S 1.546 -0.159 0.153 -0.0425 0.0125 -0.0199
S 0.179 -0.790 -2.659 -0.0133 0.0283 0.0227
P 1.989 -0.504 -1.875 -0.0327 0.0036 0.0014
O 2.878 -1.751 -1.963 0.0024 -0.0379 0.0049
O 2.803 0.690 -2.421 0.0023 0.0006 0.0063
N -2.866 -0.600 3.189 0.0047 0.0205 0.0259
N -1.657 1.415 0.393 0.0075 -0.0040 -0.0266
N -1.757 -1.142 1.175 -0.0090 -0.0100 0.0274
N -4.482 -2.038 4.011 0.0032 0.0095 -0.0031
N -1.618 -3.402 0.722 0.0041 0.0013 -0.0039
N -3.042 -2.768 2.368 0.0048 0.0021 -0.0008
C -2.777 3.501 1.826 0.0024 0.0219 -0.0084
C -3.504 -1.817 3.155 -0.0019 -0.0211 -0.0190
C -2.161 3.732 0.588 -0.0026 -0.0208 0.0083
C 2.221 2.931 -1.620 -0.0092 0.0014 0.0008
C 4.377 -1.793 -1.948 0.0089 0.0125 -0.0035
C -2.838 2.228 2.331 -0.0089 -0.0165 0.0096
C -2.289 1.163 1.582 -0.0119 0.0039 0.0253
C -1.609 2.662 -0.082 -0.0056 0.0078 -0.0014
C -2.129 -2.409 1.438 -0.0154 -0.0077 0.0022
C -2.340 -0.179 1.958 0.0172 0.0093 -0.0446
C 2.294 2.020 -2.816 0.0065 0.0074 -0.0060
C 4.782 -3.221 -2.163 0.0023 0.0007 0.0010
H 3.017 2.358 -3.552 0.0010 0.0010 0.0017
H -3.293 2.022 3.289 0.0020 -0.0019 -0.0002
H 4.710 -1.130 -2.742 0.0030 -0.0007 -0.0016
H -0.968 -3.238 -0.027 0.0005 0.0020 -0.0001
H -1.934 -4.341 0.906 -0.0008 0.0002 0.0042
H -3.199 4.325 2.383 -0.0006 -0.0007 -0.0006
H 4.425 -3.589 -3.123 -0.0011 -0.0008 0.0009
H 5.872 -3.271 -2.162 0.0003 0.0015 -0.0003
H -4.761 -1.330 4.671 -0.0003 -0.0014 0.0023
H -1.110 2.795 -1.035 0.0053 -0.0002 0.0027
H 1.478 2.587 -0.894 0.0055 -0.0008 0.0041
H -2.103 4.723 0.162 -0.0014 0.0013 0.0012
H 1.925 3.926 -1.952 0.0029 -0.0005 -0.0025
H 1.332 1.871 -3.305 -0.0013 -0.0066 -0.0017
H 4.411 -3.862 -1.365 -0.0018 -0.0009 -0.0013
H 4.689 -1.403 -0.980 -0.0071 -0.0012 0.0035
H 3.188 3.013 -1.127 0.0008 -0.0022 0.0004
H -4.918 -2.947 4.039 -0.0001 -0.0011 0.0021
```
Forces are in eV/Å.

- Total charge: +2
- Strongest force on any atom: 0.08 eV/A
- DFT total energy: -60195.4798 eV
- Kohn-Sham gap (alpha / beta): 7.282 / 5.357 eV
- Spin multiplicity: 6
- HOMO level (alpha / beta): -12.523 / -15.444 eV
- Energy above the lowest of the compared OMol25 structures with the same formula, charge and spin: 0.0 kcal per mole
- Molar mass: 479.84 g mol⁻¹

These are the Löwdin partial charges, in e, on atoms 1 to 5: Pd 0.587; S 0.590; S 0.433; P -0.054; O -0.291



[2]
2 unconnected molecules or ions with the total composition C3H11NS in a non-equilibrium geometry, computed with ωB97M-V/def2-TZVPD.

Structure (XYZ):
```
16
Properties=species:S:1:pos:R:3:forces:R:3
S 1.599 0.691 -0.923 -0.2998 0.4153 -0.3717
N -3.308 0.162 2.318 -0.4357 0.2349 0.0760
C 2.401 -0.273 -2.253 0.3971 0.6556 1.2168
C -3.723 -0.414 1.061 -0.6156 -0.1162 -1.0928
C 1.775 -0.508 0.381 1.3250 -1.3916 0.1831
H 2.111 0.096 -3.225 -0.7003 -0.4420 -0.1813
H 1.388 -1.508 0.148 -0.7851 0.4024 -0.0996
H 2.189 -1.287 -1.936 -0.1501 -0.3749 -0.9943
H 2.833 -0.785 0.504 0.0720 0.5795 0.1458
H -2.347 0.455 2.347 0.0597 -0.0968 -0.0129
H -4.388 -1.267 1.212 0.3229 -0.1936 0.1415
H -4.329 0.223 0.399 0.0182 0.5485 0.5574
H 3.470 -0.113 -2.224 0.4106 -0.0817 0.2649
H -3.520 -0.458 3.082 0.2492 0.0631 0.1006
H -2.919 -0.694 0.385 0.4097 -0.4366 0.2237
H 1.429 -0.175 1.353 -0.2779 0.2341 -0.1573
```
Forces are in eV/Å.

- Total charge: 0
- Strongest force on any atom: 1.93 eV/A
- DFT total energy: -15613.8451 eV
- Kohn-Sham gap: 9.364 eV
- SMILES: CSC.CN
- Spin multiplicity: 1
- HOMO level: -8.498 eV
- Energy above the lowest of the compared OMol25 structures with the same formula, charge and spin: 20.9 kcal per mole
- Molar mass: 93.19 g mol⁻¹

These are the Löwdin partial charges, in e, on atoms 1 to 5: S 0.711; N -0.066; C -0.401; C -0.217; C -0.485



[3]
8 unconnected molecules or ions with the total composition C7H26O8 in a non-equilibrium geometry, computed with ωB97M-V/def2-TZVPD.

Structure (XYZ):
```
41
Properties=species:S:1:pos:R:3:forces:R:3
O -0.969 -0.107 3.256 -1.0835 0.4095 -0.0277
O -2.586 -2.020 -2.024 -0.1054 0.1328 0.0238
O 2.471 2.487 -1.778 0.2072 0.6429 -0.1581
O -1.261 -4.006 -0.580 -0.7622 -0.4379 -0.4572
O -0.477 -0.053 -3.393 0.1277 0.0446 -0.2861
O 1.522 0.532 2.976 -0.7503 -0.9548 -0.6248
O -2.180 1.903 2.120 -0.2959 0.9203 -0.8941
O 0.396 2.815 2.398 -0.1055 -0.2477 0.0204
C 1.471 0.069 -1.054 0.3430 1.1441 2.7646
C -0.991 1.036 -1.336 -0.6838 0.4435 1.4494
C 0.257 0.921 -0.420 0.5650 -0.8920 -0.8652
C 0.463 -1.831 0.203 0.9990 0.7110 0.4897
C 1.034 -2.103 1.372 0.3954 0.9706 2.7991
C -0.572 0.970 -2.765 -0.9667 0.3303 0.4298
C 1.443 -1.467 -0.862 -1.8242 0.5275 -3.4355
H 0.656 1.896 -0.213 0.1725 0.3733 0.0107
H 3.328 2.700 -1.403 0.1515 0.1373 0.2221
H 1.027 -1.740 -1.861 -0.0678 -0.5322 0.5292
H -1.639 0.185 -0.992 0.1163 0.8674 -0.9917
H -0.384 1.985 -3.183 0.3179 -0.3519 -0.3965
H -1.194 -3.776 0.346 0.4373 -0.0578 0.1197
H -1.162 0.095 4.179 0.2088 -0.2342 0.0678
H -1.480 2.059 -1.131 0.4608 -1.6098 -0.3274
H 0.615 0.073 2.936 0.6165 0.8894 0.8124
H 2.107 -1.899 1.543 -0.0563 -0.8345 -1.0909
H 2.686 2.266 -2.685 -0.0378 -0.0185 -0.3094
H 0.696 -2.122 2.444 -1.0317 -0.4568 -1.5071
H -1.371 2.448 2.203 0.2731 -0.0888 0.2097
H 1.675 0.428 -2.073 -0.0335 -0.6513 0.5916
H -2.549 2.217 1.272 -0.0014 -0.5307 0.5877
H 2.419 -1.956 -0.897 -0.0386 0.2785 0.8200
H 0.969 2.024 2.632 -0.2871 0.5725 -0.0734
H 2.292 0.445 -0.387 -0.2516 -0.2787 -0.8182
H -0.108 0.514 0.535 0.4720 0.1174 -0.3205
H -0.407 -4.271 -0.924 0.2595 0.0366 0.3497
H 1.850 0.198 2.134 0.6436 0.1425 -0.1264
H -1.555 0.561 2.787 0.5618 -0.7400 0.0343
H -1.828 -1.571 -2.436 -0.1347 -0.5080 0.1215
H -0.590 -1.556 -0.022 0.7213 -0.9131 0.4747
H -2.296 -2.866 -1.629 0.2813 0.6194 -0.2925
H 0.930 3.605 2.332 0.1864 0.0272 0.0749
```
Forces are in eV/Å.

- Total charge: 0
- Strongest force on any atom: 3.93 eV/A
- DFT total energy: -24058.9753 eV
- Kohn-Sham gap: 9.883 eV
- SMILES: C=CCCCCC=O.O.O.O.O.O.O.O
- Spin multiplicity: 1
- HOMO level: -9.656 eV
- Energy above the lowest of the compared OMol25 structures with the same formula, charge and spin: 55.2 kcal per mole
- Molar mass: 238.28 g mol⁻¹

These are the Löwdin partial charges, in e, on atoms 1 to 5: O -0.074; O -0.088; O -0.048; O -0.046; O 0.054



[4]
2 unconnected molecules or ions with the total composition C9H16N in a non-equilibrium geometry, computed with ωB97M-V/def2-TZVPD.

Structure (XYZ):
```
26
Properties=species:S:1:pos:R:3:forces:R:3
N -3.697 -1.583 0.595 0.2796 -0.8846 -0.7658
C 0.196 0.516 0.554 -0.2318 -1.9537 1.3277
C 1.825 3.001 -1.717 0.1356 -0.1909 -0.1888
C 2.756 1.309 -0.149 0.0115 -0.6950 2.2606
C 1.655 1.859 -0.752 -0.7436 0.4204 -0.9387
C 1.280 0.001 1.287 1.2339 0.8456 -1.2145
C 2.567 0.371 0.905 -0.8117 0.3412 -0.0846
C 0.353 1.382 -0.484 0.8548 0.2171 0.0689
C -2.663 -2.743 0.695 -1.2017 0.7020 -1.3820
C -2.015 -2.813 -0.691 0.7910 -0.7955 0.2665
H -3.252 -0.709 0.965 -0.4859 0.2827 0.2591
H 3.349 -0.031 1.536 0.4873 0.1780 -0.4292
H -0.486 1.716 -1.079 -0.0619 0.1600 0.0835
H -2.800 -3.029 -1.416 0.0701 0.0453 -0.0729
H -3.251 -3.653 0.788 0.0226 0.0148 0.5046
H 3.749 1.731 -0.240 0.0141 -0.0336 -0.5372
H -3.852 -1.442 -0.415 0.2429 0.4121 -0.0845
H -0.733 0.046 0.867 -0.4618 0.6109 -0.4336
H -2.029 -2.550 1.547 0.1464 -0.0613 0.0209
H 2.887 3.222 -1.771 0.0498 0.2699 -0.2647
H 1.219 -0.687 2.111 -0.5953 -0.1109 0.1385
H -4.736 -1.788 0.829 0.4879 -0.0007 0.9215
H -1.436 -1.957 -1.034 -0.2345 0.2723 0.3247
H 1.291 3.896 -1.398 0.0173 -0.0112 0.1524
H 1.451 2.760 -2.716 0.1073 -0.0553 0.0547
H -1.314 -3.657 -0.714 -0.1238 0.0201 0.0129
```
Forces are in eV/Å.

- Total charge: 0
- Strongest force on any atom: 2.37 eV/A
- DFT total energy: -11078.9108 eV
- Kohn-Sham gap (alpha / beta): 4.681 / 9.731 eV
- Spin multiplicity: 2
- HOMO level (alpha / beta): -3.733 / -9.081 eV
- Energy above the lowest of the compared OMol25 structures with the same formula, charge and spin: 8.1 kcal per mole
- Molar mass: 138.23 g mol⁻¹

These are the Löwdin partial charges, in e, on atoms 1 to 5: N -0.024; C -0.117; C -0.056; C -0.051; C -0.291



[5]
A single C8H18N4O2 molecule in a non-equilibrium geometry, computed with ωB97M-V/def2-TZVPD.

Structure (XYZ):
```
32
Properties=species:S:1:pos:R:3:forces:R:3
O 2.752 1.620 0.613 0.4862 0.1459 0.1072
O 0.697 2.183 0.793 -0.1251 0.3696 0.0834
N 3.449 -1.159 0.835 0.3403 -0.1311 0.1649
N 1.567 1.360 0.676 -0.1495 0.6055 0.0994
N -0.135 -0.207 0.138 0.2348 -0.0791 -0.0978
N 2.751 -0.325 -1.402 0.1722 0.0549 -0.3691
C -0.930 -1.326 0.585 -0.2895 0.0046 0.4321
C -2.399 1.394 0.015 -0.0794 0.0374 -0.2684
C -2.271 -0.871 1.167 0.0609 -0.2319 -0.2776
C 2.426 -0.969 -0.157 -2.0236 1.6266 1.1578
C -1.432 1.450 -1.169 0.0109 -0.0264 0.1280
C -3.064 0.031 0.223 0.0466 0.1057 0.3014
C -0.438 0.277 -1.194 -0.1766 0.4372 -0.1750
C 1.165 -0.069 0.626 1.7222 -2.8153 -1.0615
H -1.852 1.665 0.918 -0.0462 0.0574 0.0395
H 1.236 -0.437 1.654 -0.0249 0.2017 -0.0862
H -0.380 -1.882 1.350 0.0160 -0.0255 -0.0488
H 4.136 -1.838 0.532 0.0073 -0.0111 0.0067
H 3.198 0.572 -1.240 0.0268 -0.1640 0.0013
H 1.959 -1.934 -0.376 -0.0185 0.1393 0.0846
H -3.205 -0.467 -0.738 -0.1181 -0.0766 -0.0985
H 3.924 -0.281 1.024 -0.0439 -0.1220 -0.0462
H -0.863 -0.547 -1.781 0.1134 0.0009 0.0038
H -2.086 -0.328 2.096 -0.0017 -0.0026 0.0762
H -3.165 2.154 -0.144 -0.0055 0.0429 0.0323
H 3.377 -0.895 -1.959 -0.0369 0.0010 0.0034
H 0.487 0.578 -1.689 -0.1018 -0.1050 -0.0435
H -2.859 -1.760 1.408 -0.0182 -0.0408 0.0784
H -0.887 2.392 -1.099 -0.0079 0.0099 -0.1384
H -1.114 -2.014 -0.253 0.0645 -0.0002 0.0507
H -1.989 1.454 -2.108 -0.0213 0.0374 -0.0578
H -4.055 0.181 0.660 -0.0134 -0.0463 -0.0822
```
Forces are in eV/Å.

- Total charge: 0
- Strongest force on any atom: 3.47 eV/A
- DFT total energy: -18640.4227 eV
- Kohn-Sham gap: 8.668 eV
- SMILES: NC(N)[C@H](N1CCCCCC1)[N+](=O)[O-]
- Spin multiplicity: 1
- HOMO level: -8.348 eV
- Energy above the lowest of the compared OMol25 structures with the same formula, charge and spin: 82.1 kcal per mole
- Molar mass: 202.26 g mol⁻¹

These are the Löwdin partial charges, in e, on atoms 1 to 5: O 0.055; O 0.111; N 0.034; N -0.333; N -0.137



[6]
A molecular structure, C22H25N3OS in a non-equilibrium geometry, computed with ωB97M-V/def2-TZVPD.

Structure (XYZ):
```
52
Properties=species:S:1:pos:R:3:forces:R:3
S 1.241 -2.887 1.402 -8.7740 13.1196 -3.0514
O 2.259 -2.444 -2.592 -2.0324 0.9104 7.3185
N 1.149 1.459 -1.310 3.5051 0.7436 2.3585
N -0.679 0.138 2.548 11.4946 -2.4914 0.5205
N -1.561 0.862 2.376 -13.0667 5.5126 -1.0333
C 0.986 2.259 -0.078 -0.3110 -5.6664 1.6949
C 0.508 0.624 1.909 -6.2109 1.2021 -2.0817
C 0.239 1.475 -2.387 3.2927 5.3689 -3.1817
C -4.702 3.561 1.244 7.7323 -0.3985 -6.3164
C 2.098 0.335 -1.273 -3.6076 -0.9362 5.3106
C -0.801 0.518 -2.313 -3.1928 -4.4140 2.9858
C 2.690 -4.070 -0.112 2.8794 -1.5545 -1.6687
C -4.473 4.354 -0.258 -12.0016 -0.9106 11.5151
C -1.384 1.705 1.367 -1.6654 0.1199 0.7586
C 2.754 -4.688 1.077 -2.4443 1.4584 2.4959
C -3.428 4.218 -0.829 8.8976 -3.6963 -3.8817
C -0.079 -0.957 -2.074 -3.1967 1.6479 -9.6792
C -3.461 2.762 1.503 -8.4036 3.2866 3.3583
C 1.874 -4.012 1.998 7.0119 -14.0876 8.3893
C 1.035 -0.947 -1.201 1.7335 1.5962 1.0684
C 1.762 -2.144 -1.347 2.7844 -3.3619 -4.3454
C -0.163 1.561 1.012 13.1435 -0.9409 -2.1065
C 3.601 -4.635 -1.226 -5.8043 -7.3789 1.6717
C -2.561 3.141 -0.362 7.7109 3.5161 -6.3436
C 1.872 -2.959 -0.074 2.1919 -0.1141 -6.0223
C -0.637 -0.745 3.582 -1.0399 -2.6671 7.3266
C -2.282 2.642 0.840 -3.5620 -0.0803 -0.7077
H 0.509 -0.957 -0.297 0.0259 0.4057 2.3468
H -5.577 3.642 1.796 -1.2058 -0.1197 1.0173
H 2.594 0.109 -2.140 1.7423 0.2098 -2.2227
H 1.400 0.159 2.029 2.4854 -1.1153 -0.0358
H 1.655 -4.451 3.135 0.5825 1.5858 -3.3405
H 0.348 -0.420 4.440 -2.8749 -1.6270 -3.0120
H -1.449 3.224 -1.201 -3.4242 -0.7942 2.3950
H 1.930 2.571 0.451 -0.5715 -1.4851 -0.3767
H 4.229 -4.001 -1.561 4.4241 4.4180 -2.4868
H -3.642 2.271 2.413 0.4888 -0.9494 1.3287
H -1.555 0.470 -3.169 1.1458 0.0952 1.2548
H 0.375 -1.030 -3.421 -1.0050 -0.2448 3.9518
H 0.906 1.518 -3.437 -1.6497 -0.9525 2.3019
H -0.023 2.594 -2.430 -0.6798 -1.5459 -0.0244
H 3.268 -5.542 1.280 1.3625 -2.0918 0.6494
H -0.751 -1.832 3.203 0.9167 1.6937 0.9499
H 2.848 -4.942 -2.074 1.7906 0.5917 1.2856
H 0.604 3.143 -0.171 -2.5685 5.2892 -1.9368
H -5.370 4.870 -0.468 -0.3589 1.1014 -0.7486
H -1.664 -0.615 4.373 3.0158 -0.1336 -2.6888
H 4.191 -5.726 -0.901 -1.7770 3.3804 -0.6053
H 2.804 0.292 -0.196 -2.0640 0.2966 -3.4801
H -3.278 4.739 -1.732 0.8065 0.1303 -1.1403
H -0.851 -1.841 -2.094 1.6465 1.7224 0.7127
H -1.358 0.628 -1.253 0.6814 0.3555 -2.4480
```
Forces are in eV/Å.

- Total charge: 0
- Strongest force on any atom: 17.83 eV/A
- DFT total energy: -40553.4088 eV
- Kohn-Sham gap: 8.096 eV
- Spin multiplicity: 1
- HOMO level: -7.941 eV
- Energy above the lowest of the compared OMol25 structures with the same formula, charge and spin: 463.8 kcal per mole
- Molar mass: 379.53 g mol⁻¹

These are the Löwdin partial charges, in e, on atoms 1 to 5: S 1.114; O -0.033; N -0.187; N -0.299; N 0.109